This record from the OMol25 dataset describes C17H17IrN5O as an isolated structure in a non-equilibrium geometry. The level of theory is wB97M-V/def2-TZVPD.

Each line ends with the Löwdin charge.
Positions of all 41 atoms, in Å:
1 Ir 0.03 -0.01 0.27  1.1042
2 C -0.69 1.43 -2.21  -0.1781
3 N -0.24 0.09 -1.88  -0.3357
4 C 0.95 -0.44 -2.51  -0.1783
5 C 1.55 -1.47 -1.59  -0.2811
6 N 1.39 -1.42 -0.29  -0.0245
7 C 2.22 -2.37 0.27  -0.1925
8 C 2.42 -2.68 1.60  0.0088
9 C 3.32 -3.69 1.88  -0.0993
10 C 4.01 -4.36 0.85  -0.1197
11 C 3.82 -4.04 -0.49  -0.0451
12 C 2.92 -3.02 -0.76  -0.1906
13 N 2.48 -2.41 -1.93  0.1547
14 C -1.48 1.96 -1.03  -0.2832
15 N -1.24 1.57 0.19  -0.0242
16 C -1.97 2.39 1.03  -0.1914
17 C -2.03 2.38 2.42  0.0084
18 C -2.84 3.33 3.00  -0.0988
19 C -3.57 4.25 2.23  -0.1197
20 C -3.50 4.27 0.85  -0.0451
21 C -2.67 3.32 0.26  -0.1898
22 N -2.33 3.03 -1.06  0.1549
23 H -1.29 1.49 -3.13  0.1075
24 H 0.18 2.09 -2.32  0.1129
25 H -1.13 -0.75 -1.59  -0.0001
26 H 1.70 0.37 -2.60  0.1134
27 H 0.79 -0.87 -3.51  0.1076
28 H 1.87 -2.11 2.35  0.1015
29 H 3.52 -3.97 2.90  0.0916
30 H 4.71 -5.15 1.10  0.0878
31 H 4.36 -4.56 -1.27  0.0965
32 H 2.73 -2.67 -2.87  0.1509
33 H -1.43 1.65 2.95  0.1013
34 H -2.93 3.37 4.08  0.0916
35 H -4.20 4.98 2.73  0.0879
36 H -4.06 4.99 0.26  0.0964
37 H -2.69 3.47 -1.88  0.1508
38 C -1.52 -1.29 -0.36  -0.3284
39 H -1.31 -2.34 -0.09  -0.0796
40 H -2.47 -1.02 0.11  -0.0797
41 O 0.60 0.20 2.03  -0.8438

Kohn-Sham gap ... 4.74 eV
Calculated total energy ... -1111.279681 hartree
Net charge ... -1
Largest force on an atom ... 2.3 eV/A

This record from the OMol25 dataset describes an isolated molecule of C6H10O in a non-equilibrium geometry. The level of theory is wB97M-V/def2-TZVPD.

Each line ends with the Löwdin charge.
Positions of all 17 atoms, in Å:
1 O 1.30 -2.79 1.01  0.0465
2 C 0.26 -2.35 1.45  -0.2668
3 C -0.44 -1.13 0.93  -0.1731
4 C 0.27 -0.45 -0.23  -0.2051
5 C -0.48 0.75 -0.72  -0.4033
6 C -0.44 2.11 -0.08  -0.1548
7 C 0.15 1.91 -1.39  -0.1500
8 H -0.25 -2.85 2.31  0.1195
9 H -1.46 -1.44 0.64  0.1238
10 H -0.58 -0.44 1.77  0.1267
11 H 0.42 -1.17 -1.05  0.1250
12 H 1.27 -0.13 0.08  0.1285
13 H -1.64 0.37 -1.08  0.1890
14 H -1.36 2.67 0.06  0.1010
15 H 0.28 2.22 0.73  0.1099
16 H -0.86 1.73 -2.17  0.1774
17 H 1.16 1.92 -1.78  0.1057

SMILES string ... O=CCCC1CC1
Kohn-Sham gap ... 10.33 eV
Calculated total energy ... -309.741700 hartree
Largest force on an atom ... 6.4 eV/A

This record from the OMol25 dataset describes an isolated molecule of C6H8N2S in a non-equilibrium geometry. The level of theory is wB97M-V/def2-TZVPD.

Each line ends with the Löwdin charge.
Positions of all 17 atoms, in Å:
1 C 1.68 2.38 1.74  -0.2129
2 C 1.37 1.32 0.79  -0.3441
3 S -0.01 1.01 -0.03  1.0416
4 C -1.40 0.63 -1.56  -0.1544
5 C -2.61 1.03 -1.07  -0.3846
6 N -3.60 1.47 -0.63  0.1360
7 C -0.72 -0.80 -1.61  -0.5088
8 C -1.50 -1.97 -1.17  -0.0668
9 N 0.52 -0.39 -0.91  -0.2369
10 H 2.68 2.68 1.54  0.0578
11 H 1.70 1.88 2.73  0.0947
12 H 1.19 3.38 1.67  0.0904
13 H -0.40 -0.97 -2.66  0.1278
14 H -0.93 -2.70 -1.72  0.0702
15 H -2.53 -1.95 -1.60  0.1035
16 H -1.37 -1.98 -0.03  0.1170
17 H 0.96 -1.05 -0.31  0.0695

SMILES string ... CC#S1=C(C#N)[C@H](C)N1
Kohn-Sham gap (alpha / beta) ... 6.55 / 6.87 eV
Calculated total energy ... -740.838243 hartree
Largest force on an atom ... 3.9 eV/A

This record from the OMol25 dataset describes a 2-piece molecular cluster, C5H10O overall in a non-equilibrium geometry. The level of theory is wB97M-V/def2-TZVPD.

Each line ends with the Löwdin charge.
Positions of all 16 atoms, in Å:
1 C -0.81 -0.59 1.19  -0.0381
2 C -0.87 -0.57 -0.15  -0.2739
3 C -1.69 0.43 -0.91  -0.0956
4 H -0.24 -1.34 1.74  0.0859
5 H -1.36 0.13 1.80  0.0961
6 H -0.42 -1.39 -0.70  0.1127
7 H -1.20 0.78 -1.83  0.0824
8 H -1.89 1.32 -0.30  0.0832
9 H -2.64 -0.05 -1.17  0.0799
10 C 1.98 -0.28 -0.20  -0.0497
11 C 0.95 0.71 0.30  -0.4338
12 O 0.65 1.75 -0.25  0.0035
13 H 1.90 -1.27 0.25  0.0793
14 H 1.99 -0.36 -1.29  0.0851
15 H 2.92 0.17 0.12  0.0883
16 H 0.73 0.54 1.38  0.0948

SMILES string ... C=CC.CC=O
Kohn-Sham gap ... 9.97 eV
Calculated total energy ... -271.668240 hartree
Largest force on an atom ... 2.0 eV/A